ORCA calculation (ωB97M-V/def2-TZVPD) on 3 unconnected molecules or ions with the total composition C5H15NO2 at a distorted geometry.

Structure (XYZ):
```
23
Properties=species:S:1:pos:R:3:forces:R:3
N 0.8633 -0.0180 0.2343 -0.10 -1.05 0.84
C -0.0469 -0.3380 1.3717 0.30 1.60 0.05
C -1.4345 0.0899 0.8849 -0.64 -1.14 0.25
C -1.4417 -0.0058 -0.6300 0.87 1.04 -0.38
C 0.0791 0.3019 -0.9593 -1.69 0.53 -0.70
C 0.3615 1.7851 -1.2952 1.39 -1.14 1.02
H 1.4888 -0.8096 0.1668 0.00 0.09 -0.69
H 0.1231 -1.3413 1.7704 -0.58 -0.29 -0.52
H 0.1253 0.2966 2.2530 0.53 0.03 -0.22
H -1.6270 1.1414 1.0906 0.12 -0.08 0.52
H -2.1357 -0.5448 1.4345 -0.47 0.36 -0.33
H -2.0442 0.7657 -1.1201 -0.03 0.16 0.39
H -1.8203 -0.8894 -1.1409 0.33 -0.47 0.41
H 0.1685 -0.2676 -1.8808 1.32 -0.44 0.11
H 1.4506 1.8443 -1.1593 -0.01 0.07 -0.61
H 0.0703 2.3923 -0.4392 -0.83 0.43 -0.44
H 0.1225 2.0811 -2.3103 -0.50 0.35 0.18
H 3.3048 1.8297 0.6975 -0.54 0.26 -0.17
H 3.3659 0.3173 0.8628 -0.52 -0.22 -0.11
O 3.8743 1.1149 0.9567 1.06 0.04 0.30
H -1.2435 -3.8869 -0.0146 -0.23 -0.16 -0.05
H -1.6127 -2.4750 -0.4118 -0.58 -0.92 0.04
O -1.9915 -3.3838 -0.3615 0.83 0.94 0.11
```
Forces are in eV/Å.

Summary:
**E**: -404.6990 Ha
**SMILES string**: C[C@@H]1CCCN1.O.O
**F_max**: 2.07 eV/Å
**M**: 121.18 Da
**E_HOMO**: -0.342 hartree
**ΔE to the lowest compared entry with this formula, charge and spin**: 1.525 eV
**Total charge**: 0

ORCA calculation (ωB97M-V/def2-TZVPD) on a molecular structure, C42H32F6N7O4PdSe at a distorted geometry.

Structure (XYZ):
```
93
Properties=species:S:1:pos:R:3:forces:R:3
Pd -1.2606 0.9435 -0.3021 -1.03 -0.26 -0.16
C 8.4695 10.3892 -0.7514 0.09 -0.02 0.00
O 7.0671 10.5854 -0.7833 -0.03 0.06 0.01
C 6.2713 9.4975 -0.7534 -0.10 -0.13 -0.01
C 4.8955 9.7413 -0.7370 0.00 0.09 -0.02
C 4.0051 8.6950 -0.7060 -0.01 -0.14 0.00
C 4.4575 7.3704 -0.6907 0.24 0.13 0.00
C 5.8288 7.1362 -0.7097 -0.21 0.02 -0.01
C 6.7334 8.1849 -0.7409 0.19 0.06 -0.02
C 3.4812 6.2904 -0.6304 -0.22 -0.25 0.05
N 2.1771 6.4477 -0.5716 -0.03 0.25 -0.03
C 1.6490 5.1939 -0.4956 0.40 -0.32 -0.04
C 2.6571 4.2412 -0.5099 -0.24 0.27 0.00
N 3.8193 4.9614 -0.5983 0.07 0.01 -0.01
C 2.4305 2.8398 -0.4173 -0.36 0.10 0.05
C 3.4012 1.8338 -0.3905 -0.10 -0.32 0.02
C 2.9997 0.5211 -0.2613 0.29 0.38 0.00
C 1.6429 0.2234 -0.1762 -0.27 -0.29 0.07
N 0.7114 1.1563 -0.2178 0.36 0.47 -0.06
C 1.0766 2.4602 -0.3217 0.62 -0.32 0.10
C 0.0264 3.4258 -0.2946 -0.36 0.66 0.09
N -1.2327 2.9404 -0.1538 0.35 0.27 -0.23
C -2.2523 3.7736 -0.1037 -0.25 -0.21 0.08
C -2.0825 5.1541 -0.2160 0.31 0.22 0.01
C -0.8168 5.6760 -0.3631 -0.30 0.04 0.02
C 0.2762 4.8056 -0.3867 0.11 -0.47 0.03
H 8.9108 11.3812 -0.7431 -0.01 0.00 0.00
H 8.8187 9.8483 -1.6347 -0.04 0.00 0.00
H 8.7736 9.8498 0.1492 -0.01 0.02 0.00
H 4.5538 10.7676 -0.7481 0.00 -0.01 0.00
H 2.9386 8.8712 -0.6884 0.00 0.06 0.00
H 6.2249 6.1278 -0.6996 0.01 -0.01 0.01
H 7.7926 7.9726 -0.7583 -0.03 -0.02 0.01
H 4.7473 4.5817 -0.6319 0.06 0.06 0.01
H 4.4518 2.0840 -0.4607 0.01 -0.03 0.01
H 3.7277 -0.2754 -0.2155 -0.04 -0.04 -0.01
H 1.2874 -0.7915 -0.0642 -0.06 0.01 0.00
H -3.2294 3.3228 0.0150 0.03 -0.07 -0.08
H -2.9507 5.7961 -0.1890 -0.01 -0.01 0.01
H -0.6492 6.7400 -0.4636 0.01 0.00 0.04
C -5.6131 -4.9936 0.4479 0.06 0.05 -0.13
C -5.4044 -4.5028 -0.9828 -0.09 -0.22 0.27
N -4.2451 -3.6177 -1.0907 -0.17 0.22 -0.01
C -4.4520 -2.2820 -1.0837 0.14 -0.16 -0.04
C -3.4747 -1.3349 -1.0566 0.01 0.13 -0.05
C -3.9994 0.0948 -1.0455 -0.15 -0.05 0.07
O -5.1555 0.2625 -1.4026 0.08 -0.02 0.04
O -3.2375 1.0340 -0.6219 0.38 0.26 -0.17
C -2.1149 -1.7518 -1.0403 0.00 0.36 0.18
O -1.1104 -0.9968 -1.0106 -0.08 -0.35 -0.21
C -1.8883 -3.1866 -1.0330 0.00 -0.49 -0.09
C -0.5836 -3.6746 -0.9566 -0.11 -0.10 0.00
C -0.3457 -5.0209 -0.9155 0.17 0.27 0.02
F 0.9328 -5.4413 -0.7753 0.01 -0.11 -0.01
C -1.3786 -5.9536 -1.0012 -0.46 0.05 -0.09
C -2.6792 -5.4707 -1.0799 0.23 -0.26 0.03
C -2.9565 -4.1027 -1.0614 0.23 0.22 0.01
N -1.1814 -7.3580 -1.0560 0.13 -0.03 0.04
C -1.8750 -8.2164 -0.1063 0.09 -0.02 -0.06
C -2.3813 -9.4561 -0.8829 -0.14 0.21 0.39
N -1.5594 -9.5390 -2.1297 0.02 0.00 0.02
C -0.1093 -9.3959 -1.8012 0.38 0.21 0.11
C 0.1206 -7.9168 -1.3997 -0.13 0.00 -0.02
H -6.4640 -5.6730 0.4942 -0.01 0.01 0.00
H -5.8043 -4.1484 1.1082 0.00 -0.02 0.03
H -4.7293 -5.5133 0.8195 -0.01 0.00 0.04
H -6.2755 -3.9383 -1.3061 0.04 0.03 -0.09
H -5.2862 -5.3369 -1.6756 -0.01 0.05 -0.06
H -5.4795 -1.9428 -1.0995 -0.01 -0.02 -0.03
H 0.2361 -2.9742 -0.8980 0.02 0.00 0.02
H -3.4794 -6.1924 -1.1651 -0.04 0.04 0.00
H -2.7039 -7.6841 0.3497 -0.04 -0.04 0.00
H -1.2011 -8.5295 0.6999 -0.02 0.02 0.02
H -3.4258 -9.3614 -1.1742 0.03 0.00 -0.08
H -2.2543 -10.3713 -0.3090 0.04 -0.06 -0.11
H -1.8030 -8.7002 -2.6675 -0.07 -0.11 -0.14
H -1.7634 -10.3785 -2.6679 0.00 -0.01 -0.01
H 0.4933 -9.6723 -2.6626 -0.09 -0.03 -0.05
H 0.1229 -10.0774 -0.9855 -0.13 -0.07 -0.02
H 0.5356 -7.3574 -2.2350 0.01 -0.01 -0.01
H 0.8355 -7.8767 -0.5737 0.02 -0.04 -0.03
F -1.1970 1.7799 7.3780 0.00 0.03 0.01
C -1.3770 1.2445 6.1666 0.01 -0.01 0.03
C -0.7300 1.7701 5.0636 -0.02 -0.02 0.04
F 0.0826 2.8268 5.2046 -0.01 -0.02 0.01
C -0.9138 1.1912 3.8235 -0.35 -0.47 0.08
F -0.2328 1.7196 2.7991 0.20 0.21 -0.29
C -1.7441 0.0854 3.6153 0.15 0.16 0.26
Se -1.9619 -0.7455 1.9325 0.20 -0.16 0.19
C -2.3855 -0.4068 4.7532 0.20 0.21 -0.35
F -3.1982 -1.4610 4.6370 -0.08 -0.10 0.19
C -2.2065 0.1490 6.0050 -0.05 -0.04 0.05
F -2.8277 -0.3688 7.0710 -0.02 0.01 0.03
```
Forces are in eV/Å.

Summary:
**E**: -5432.2838 Ha
**F_max**: 1.08 eV/Å
**M**: 998.13 Da
**E_HOMO**: -0.281 hartree
**ΔE to the lowest compared entry with this formula, charge and spin**: 1.527 eV
**Total charge**: +1

ORCA calculation (ωB97M-V/def2-TZVPD) on 9 unconnected molecules or ions with the total composition C46H117N7O18 at a distorted geometry.

Structure (XYZ):
```
188
Properties=species:S:1:pos:R:3:forces:R:3
C -10.0104 -4.7746 -4.2393 -0.42 1.45 -0.03
C -10.4533 -4.0049 -3.0406 0.80 -1.14 1.24
O -9.6562 -2.8304 -2.8869 -0.66 0.23 -0.35
O -10.3775 -3.9482 -5.3245 -0.06 -0.33 -1.13
H -10.5831 -5.7003 -4.2964 0.42 -0.13 -0.14
H -8.9249 -4.8660 -4.2021 0.08 -0.64 -0.02
H -10.2139 -4.5988 -2.1586 -0.64 -0.35 0.28
H -11.5159 -3.7855 -3.1451 -0.05 0.08 0.19
H -10.1522 -2.3693 -2.2064 0.41 0.61 0.06
H -10.1314 -3.0561 -5.0693 0.13 0.22 -0.09
C -3.0529 -0.2377 -0.7760 -0.95 -0.19 -0.46
C -1.6562 -0.7286 -0.5091 -0.81 -0.52 -0.77
O -0.6538 0.1105 -1.0286 0.51 0.27 0.65
O -3.5075 -0.4333 -2.1392 0.80 0.40 0.17
H -3.0705 0.8121 -0.4831 -0.36 0.19 -0.09
H -3.8024 -0.8256 -0.2462 0.44 0.16 1.03
H -1.6215 -1.7480 -0.8935 0.43 -0.20 -0.16
H -1.5578 -0.7951 0.5744 0.37 0.25 -0.02
H -0.6719 0.2354 -1.9802 -0.47 -0.40 -0.06
H -4.4592 -0.5346 -2.0643 0.04 0.04 -0.30
C 12.5446 -1.6845 6.7567 0.10 0.18 -0.99
O 12.5284 -2.8366 5.8913 -0.25 -0.57 1.89
C 12.4154 -4.0837 6.6249 0.37 -1.17 -1.25
C 11.6656 -5.1312 5.7762 -1.57 1.22 0.12
N 10.2922 -4.5952 5.4796 1.25 -0.65 0.20
C 9.5259 -5.4069 4.5445 1.66 -0.18 0.53
C 8.1059 -5.0551 4.5181 -1.39 1.60 -0.45
O 7.8961 -3.7717 3.8432 -0.65 -0.96 -0.40
C 6.5032 -3.5284 3.5677 0.61 0.47 0.70
H 13.3520 -1.6502 7.4881 0.21 -0.48 -0.01
H 11.6088 -1.5007 7.2843 -0.24 -0.38 -0.04
H 12.7037 -0.8475 6.0767 -0.03 0.06 0.07
H 12.0176 -4.0280 7.6382 -0.49 0.60 -0.19
H 13.3713 -4.5945 6.7409 0.73 0.63 0.13
H 11.5965 -6.0780 6.3118 -0.22 0.10 0.43
H 12.2279 -5.4074 4.8842 0.20 0.43 -0.40
H 10.4463 -3.6791 5.0831 -0.13 0.23 -0.04
H 9.6414 -6.4484 4.8444 -0.27 -0.15 0.31
H 9.9416 -5.4125 3.5369 0.01 0.30 -0.43
H 7.6852 -4.8692 5.5063 0.08 -0.70 0.29
H 7.6135 -5.8761 3.9969 -0.60 0.15 -0.13
H 6.4189 -2.6404 2.9411 0.28 -0.42 -0.57
H 5.9428 -3.1984 4.4424 0.15 -0.30 0.66
H 5.9796 -4.4064 3.1895 0.18 0.01 -0.43
C -3.9373 9.4725 -1.9674 0.33 -0.47 0.82
O -4.2335 9.3836 -0.5669 -0.38 -1.08 0.03
C -4.2860 7.9822 -0.0084 0.17 2.24 -1.28
C -4.9855 8.0641 1.3421 0.17 0.37 -0.91
N -6.1501 8.9507 1.1864 0.14 -1.08 0.74
C -6.7256 9.1692 2.5144 -0.40 0.71 -1.01
C -7.8053 10.2423 2.4970 1.11 0.36 -0.17
O -7.1591 11.5226 2.2023 -1.46 -2.04 -1.17
C -6.7348 12.3344 3.2234 0.01 0.64 0.47
H -4.5900 8.8592 -2.5887 -0.16 -0.22 0.11
H -2.9032 9.1588 -2.1099 0.15 -0.11 -0.30
H -4.0249 10.4972 -2.3284 -0.11 0.08 0.47
H -3.2457 7.6576 -0.0320 -0.06 -0.39 0.47
H -4.8797 7.3657 -0.6834 -0.05 0.02 -0.13
H -4.3286 8.4098 2.1402 0.37 0.23 0.05
H -5.2513 7.0424 1.6134 -0.41 -0.03 0.06
H -5.7944 9.8043 0.7804 -0.14 0.25 0.05
H -5.9533 9.5532 3.1810 0.16 -0.41 0.62
H -7.1707 8.2247 2.8273 0.21 -0.03 0.41
H -8.3305 10.2041 3.4514 -0.03 0.52 0.19
H -8.5224 10.0184 1.7073 0.05 0.34 -0.11
H -7.5628 12.7693 3.7832 -0.27 0.11 0.12
H -6.2243 13.1352 2.6884 0.27 0.14 0.49
H -6.0835 11.8498 3.9509 0.33 -0.12 -0.01
C 2.7982 -8.5113 -7.8840 0.16 0.17 -0.94
O 1.8544 -8.1073 -8.8528 -0.61 0.83 0.06
C 0.5610 -7.7634 -8.3577 -1.01 -0.46 -0.17
C 0.3937 -6.6462 -7.3206 1.44 -0.56 -1.21
N 0.6448 -5.3442 -7.9356 -0.88 0.09 0.31
C 0.5462 -4.2920 -6.9553 0.54 1.08 0.44
C 1.0358 -2.9555 -7.5204 -0.93 1.48 0.73
O 0.9096 -1.8210 -6.5193 -0.31 -3.00 -0.75
C 1.4955 -0.6398 -6.9281 1.23 0.12 -0.71
H 3.2332 -7.6451 -7.3854 -0.33 -0.06 0.70
H 3.6370 -8.9102 -8.4544 -0.09 -0.35 0.01
H 2.3633 -9.2894 -7.2566 0.23 0.14 0.46
H 0.0588 -8.6523 -7.9759 0.27 -0.44 0.49
H -0.0669 -7.5410 -9.2205 0.38 0.35 -0.28
H 1.0791 -6.9018 -6.5126 0.37 0.32 0.45
H -0.5897 -6.7158 -6.8556 -0.23 0.27 -0.41
H 1.5008 -5.2592 -8.4650 0.17 -0.56 0.11
H 1.1574 -4.5248 -6.0833 0.04 0.01 0.45
H -0.4882 -4.1819 -6.6298 -0.05 -0.02 0.05
H 0.3937 -2.7070 -8.3655 -0.07 0.20 -0.13
H 2.0445 -3.0440 -7.9239 0.36 0.17 0.37
H 2.5756 -0.7404 -7.0354 0.49 -0.21 0.18
H 1.3669 0.1344 -6.1718 -0.53 -0.04 -0.20
H 1.2046 -0.3594 -7.9405 -0.64 0.47 0.02
C -4.1393 -5.7658 13.1084 -0.16 2.09 0.59
O -4.8460 -4.5132 13.0197 -0.29 1.57 0.98
C -4.4735 -3.3764 13.9142 -1.29 -0.85 -0.65
C -5.5362 -2.2177 13.8000 0.84 -1.94 -0.01
N -5.5845 -1.5956 12.4973 0.57 -0.42 0.06
C -6.7567 -0.8059 12.3076 0.01 2.24 -1.88
C -6.5831 0.0470 10.9649 -0.17 0.45 0.82
O -6.7463 -0.7173 9.8057 -0.60 -1.17 -0.52
C -5.7653 -0.6051 8.7896 0.16 -0.12 0.88
H -3.0938 -5.4782 12.9972 0.31 -0.83 -0.59
H -4.6191 -6.3710 12.3392 0.63 -0.14 0.04
H -4.2264 -6.2198 14.0955 -0.30 -0.15 0.11
H -3.4543 -3.0253 13.7528 0.06 0.04 -0.59
H -4.4935 -3.6836 14.9598 -0.16 -0.39 0.12
H -5.2789 -1.5654 14.6345 -0.03 0.57 -0.30
H -6.5205 -2.6370 14.0082 -0.16 -0.36 0.45
H -5.6809 -2.3428 11.8247 0.48 -0.32 -0.17
H -6.9006 -0.1175 13.1403 0.20 0.22 0.01
H -7.7017 -1.3418 12.2186 -0.13 -0.46 -0.05
H -5.6401 0.5887 10.8905 0.51 -0.37 0.60
H -7.2998 0.8667 10.9145 -0.57 -0.03 0.33
H -5.9746 -1.3360 8.0085 -0.24 0.15 0.07
H -4.8025 -0.8628 9.2309 0.33 0.12 -0.15
H -5.7260 0.4047 8.3811 -0.01 0.09 -0.16
C 1.2406 9.7423 -13.4278 -0.78 0.62 0.44
O 0.2408 8.7803 -13.5518 -2.13 -0.19 -0.26
C -1.0714 9.3892 -13.8003 -0.02 -1.61 1.09
C -2.2101 8.3136 -13.6842 1.75 1.82 -0.79
N -2.5996 8.0522 -12.3280 0.68 -0.33 0.62
C -3.7067 7.1395 -12.3718 -0.56 -0.95 1.05
C -4.0017 6.4309 -11.0143 -0.28 2.00 -1.34
O -2.9422 5.6257 -10.5734 -0.48 0.41 0.67
C -3.1803 5.2976 -9.2032 0.45 -0.89 0.18
H 1.3155 10.2506 -14.3891 0.98 0.01 -0.12
H 2.1168 9.2858 -12.9673 0.20 0.00 -0.72
H 0.9074 10.5038 -12.7227 0.02 0.31 0.27
H -1.1476 9.9121 -14.7537 0.44 -0.17 -0.29
H -1.3154 10.1034 -13.0138 0.33 0.28 0.16
H -1.8734 7.4059 -14.1850 -0.18 -0.12 -0.43
H -3.0240 8.8074 -14.2150 -0.36 -0.45 -0.11
H -1.8582 7.4881 -11.9378 0.55 0.25 0.43
H -3.4936 6.3560 -13.0990 -0.40 -0.23 -0.42
H -4.5585 7.7583 -12.6542 -0.45 -0.53 -0.13
H -4.9564 5.9116 -11.0979 0.02 -0.55 -0.12
H -4.2056 7.2500 -10.3247 0.22 0.12 0.44
H -4.1736 5.5676 -8.8445 -0.18 -0.14 -0.35
H -2.4981 5.7502 -8.4836 0.40 0.40 -0.39
H -3.0301 4.2214 -9.1180 -0.21 -0.07 0.14
C 3.7759 -8.1837 -1.3425 -1.03 0.50 0.55
O 2.4996 -8.8280 -1.1202 1.54 -0.54 -0.44
C 2.6779 -10.2630 -1.0712 0.11 1.51 0.90
C 1.3944 -10.8865 -0.6020 1.08 -1.42 -0.14
N 0.8900 -10.4208 0.7190 1.34 -0.49 -2.72
C -0.3668 -11.0638 0.9281 -2.32 0.92 0.99
C -1.5475 -10.5825 0.0575 -0.24 0.27 -0.88
O -1.8570 -9.2203 0.2496 1.32 0.15 2.03
C -2.8623 -8.7116 -0.5537 0.25 0.40 0.21
H 4.3042 -8.5139 -2.2369 -0.24 -0.18 -0.19
H 4.4518 -8.2781 -0.4926 -0.02 -0.44 0.22
H 3.5605 -7.1168 -1.4001 -0.02 -0.04 -0.31
H 3.4594 -10.5041 -0.3506 0.18 0.17 0.34
H 3.0673 -10.6294 -2.0211 -0.47 -0.16 -0.34
H 1.6914 -11.9295 -0.4926 -0.08 -0.39 0.33
H 0.7187 -10.9707 -1.4531 -0.68 0.73 0.15
H 0.8314 -9.4232 0.5723 -0.59 0.36 0.60
H -0.6576 -10.8584 1.9584 -0.10 -0.13 0.21
H -0.3372 -12.1488 0.8280 0.47 -0.01 -0.10
H -2.4883 -11.1208 0.1722 0.08 -0.67 0.54
H -1.3004 -10.7219 -0.9949 0.18 -0.06 -0.38
H -3.0887 -7.6903 -0.2475 0.53 0.21 -0.06
H -3.8141 -9.2005 -0.3459 -0.12 -0.67 -0.81
H -2.4059 -8.7244 -1.5435 -1.15 -0.01 -0.70
C 6.9656 7.3956 5.9455 0.57 0.35 -0.82
O 7.7149 6.5256 5.0965 -0.66 -0.82 0.32
C 7.7309 5.1039 5.4809 0.78 1.96 0.06
C 8.3572 4.3346 4.3324 -0.48 0.17 -0.79
N 7.7328 4.7412 3.0705 1.00 -0.23 -0.50
C 6.3803 4.2770 2.9493 -0.11 -0.50 -0.53
C 5.6918 4.8226 1.6816 0.47 0.18 1.61
O 5.8788 6.2248 1.7437 0.54 -0.50 -0.01
C 5.2349 6.9296 0.7619 -1.78 1.02 -0.84
H 7.2482 8.3903 5.6006 0.31 0.11 0.35
H 7.1924 7.2761 7.0049 0.10 -0.09 0.06
H 5.8867 7.4195 5.7917 -0.25 -0.83 -0.06
H 6.7104 4.7783 5.6824 0.10 -0.08 0.30
H 8.3940 5.1144 6.3459 -0.35 -0.68 0.44
H 8.2245 3.2614 4.4685 -0.31 -0.11 0.11
H 9.4396 4.4292 4.2450 -0.01 0.56 0.20
H 7.7532 5.7486 3.0009 0.01 0.08 0.06
H 5.8568 4.4838 3.8828 -0.82 0.06 -0.20
H 6.4524 3.1979 2.8136 -0.32 -0.27 0.21
H 4.6220 4.6139 1.6872 -0.16 -0.22 0.02
H 6.1518 4.3282 0.8260 0.14 0.39 -0.37
H 4.1548 6.7863 0.7328 -0.58 -0.54 0.61
H 5.4448 6.6940 -0.2814 1.08 0.00 -0.07
H 5.2747 7.9987 0.9710 0.73 -0.01 -0.16
```
Forces are in eV/Å.

Summary:
**E**: -3559.8905 Ha
**SMILES string**: COCCNCCOC.COCCNCCOC.COCCNCCOC.COCCNCCOC.COCCNCCOC.COCCNCCOC.COCCNCCOC.OCCO.OCCO
**F_max**: 3.11 eV/Å
**M**: 1056.47 Da
**E_HOMO**: -0.308 hartree
**ΔE to the lowest compared entry with this formula, charge and spin**: 5.758 eV
**Total charge**: 0

ORCA calculation (ωB97M-V/def2-TZVPD) on a single C5H6BrNO2S molecule at a distorted geometry.

Structure (XYZ):
```
16
Properties=species:S:1:pos:R:3:forces:R:3
C 1.0745 0.4234 -1.1318 -2.12 -3.81 -0.88
C -0.5619 1.5527 0.3785 -2.64 -3.03 0.52
C -0.9003 0.7580 1.6903 -0.34 -0.25 1.25
C -0.5142 -0.8546 -0.3317 0.47 0.05 0.04
C 0.7342 -1.2786 -1.2155 1.35 1.47 2.30
N -0.1867 0.5390 -0.5537 1.72 0.22 -0.85
O 1.9534 1.1305 -1.4646 0.38 0.79 0.28
O 1.7343 -2.0745 -0.6258 -0.22 0.40 0.68
S -0.5859 -1.0481 1.5167 0.98 0.21 -0.96
Br 0.2015 -2.1343 -2.8154 0.09 0.11 -0.40
H -1.5109 1.8606 0.0184 -0.67 1.53 -0.17
H 0.1926 2.2663 0.4884 0.90 1.23 0.12
H -0.1686 1.1606 2.4103 -0.90 -0.41 0.42
H -1.9944 0.6820 2.0553 1.86 1.33 -0.63
H -1.4627 -1.2197 -0.7070 -0.11 0.27 -0.33
H 1.9952 -1.7634 0.2878 -0.74 -0.13 -1.40
```
Forces are in eV/Å.

Summary:
**E**: -3371.5078 Ha
**SMILES string**: O=C1N2CCS[C@@H]2[C@@]1(O)Br
**F_max**: 4.44 eV/Å
**M**: 224.08 Da
**E_HOMO**: -0.338 hartree
**ΔE to the lowest compared entry with this formula, charge and spin**: 0.354 eV
**Total charge**: 0